Entry 1:
Computed, not measured: a molecular structure, C44H51FIN8O5Pt, with ωB97M-V/def2-TZVPD.

Geometry as ORCA input:
```
! wB97M-V def2-TZVPD RIJCOSX def2/J DEFGRID3
* xyz 1 5
Pt 0.4002 -0.0021 -0.0920
C 0.2221 1.9353 5.2061
C -0.3593 2.0801 3.7944
C -0.9133 3.4980 3.6282
C -1.4086 1.0139 3.5294
C -2.6830 1.1803 4.0674
C -3.6938 0.2571 3.8633
C -3.4338 -0.8812 3.1181
C -2.1752 -1.0984 2.5675
C -1.9259 -2.3485 1.7450
C -2.2759 -3.6394 2.4847
C -2.7118 -2.2968 0.4402
C -1.1628 -0.1381 2.7565
N 0.0766 -0.3162 2.0751
C 1.2040 -0.3978 2.7154
C 2.4274 -0.4406 2.0260
C 3.7375 -0.5743 2.5022
C 4.5467 -0.6275 1.3806
C 3.7113 -0.5276 0.2442
N 2.4344 -0.3981 0.6427
C 4.1981 -0.5825 -1.1956
C 5.4182 -1.5113 -1.2707
C 4.6232 0.8094 -1.6890
C 3.1340 -1.1311 -2.1423
H 0.9909 2.6897 5.3822
H 0.6611 0.9543 5.3850
H -0.5647 2.0780 5.9499
H 0.4447 1.9522 3.0661
H -1.5761 3.7672 4.4520
H -1.4719 3.6148 2.6992
H -0.0948 4.2194 3.6248
H -2.8946 2.0634 4.6565
H -4.6759 0.4279 4.2857
H -4.2111 -1.6227 2.9692
H -0.8704 -2.3686 1.5008
H -3.3373 -3.6860 2.7310
H -1.7072 -3.7135 3.4115
H -2.0403 -4.5091 1.8679
H -3.7714 -2.4939 0.5972
H -2.3138 -2.9760 -0.3120
H -2.6374 -0.2936 0.5865
H 1.2068 -0.4531 3.8010
H 4.0380 -0.6430 3.5366
H 5.6168 -0.7524 1.3687
H 6.2690 -1.1070 -0.7224
H 5.7247 -1.6296 -2.3117
H 5.1877 -2.4977 -0.8647
H 5.2944 1.2964 -0.9797
H 3.7604 1.4595 -1.8539
H 5.1460 0.7168 -2.6433
H 2.8824 -2.1627 -1.8889
H 3.5185 -1.1166 -3.1651
H 2.2214 -0.5316 -2.1197
C -2.2173 2.3425 0.1480
C -0.8607 2.9096 0.1700
C -0.5542 4.3111 0.2502
C 0.7870 4.4018 0.4255
C 1.2920 3.0570 0.4383
C 2.6933 2.6982 0.7201
N 0.2789 2.1693 0.2388
H -2.4085 1.8255 1.0991
H -2.3624 1.6176 -0.6628
H -2.9607 3.1336 0.0547
H -1.2869 5.1016 0.2113
H 1.3932 5.2844 0.5549
H 3.3162 3.5899 0.7364
H 3.0796 1.9939 -0.0081
H 2.7692 2.1972 1.6911
I -3.2207 -3.7564 -3.2734
C -1.7054 -0.2041 -3.0986
C -1.6478 -0.3024 -4.4853
C -0.6682 0.4076 -5.1484
C 0.2134 1.1941 -4.4123
C 0.0813 1.2069 -3.0405
N -0.8474 0.4996 -2.3730
H -2.3757 -0.9135 -5.0009
H -0.6024 0.3667 -6.2279
H 0.9832 1.7831 -4.8899
H 0.7476 1.8018 -2.4252
N 0.3928 -3.4032 -4.7050
C 0.3036 -4.3452 -3.7312
O 0.0438 -5.5088 -3.9465
C 0.5499 -3.8659 -2.3270
C 1.0731 -4.7579 -1.4029
C 1.3352 -4.3067 -0.1212
C 1.0493 -2.9922 0.1976
N 0.4942 -2.1398 -0.6741
C 0.2581 -2.5782 -1.9137
H 0.2753 -3.7119 -5.6560
H 0.8060 -2.5032 -4.5394
H 1.2727 -5.7771 -1.7078
H 1.7675 -4.9541 0.6287
H 1.2764 -2.5968 1.1780
H -0.1782 -1.8690 -2.6005
F -6.0331 3.1641 0.7929
C -6.0307 1.8295 0.7798
C -5.4950 1.1496 -0.2334
N -5.4568 -0.2332 -0.2565
C -4.7214 -0.8870 -1.3460
C -3.3326 -0.3003 -1.4159
O -2.6820 -0.9304 -2.4814
O -2.5584 -0.9471 -0.1313
C -6.0117 -0.9820 0.7586
O -5.9708 -2.1970 0.8069
N -6.6173 -0.2386 1.7529
C -6.6309 1.1465 1.9202
O -7.0887 1.6660 2.9079
H -5.0402 1.6438 -1.0791
H -5.2039 -0.6537 -2.2978
H -4.8003 -1.9664 -1.1966
H -7.0468 -0.7800 2.4901
*
```

***

Entry 2:
Computed, not measured: a molecular structure, C44H51N3O2RhSSeTe at a distorted geometry, with ωB97M-V/def2-TZVPD.

Geometry as ORCA input:
```
! wB97M-V def2-TZVPD RIJCOSX def2/J DEFGRID3
* xyz -1 1
Rh -0.1487 -0.1259 -0.4510
C -0.9478 3.6164 -3.0971
C -1.9665 3.8049 -1.9668
C -2.9800 4.9051 -2.2819
C -1.2310 4.0378 -0.6601
C -0.7554 5.3096 -0.3671
C -0.0303 5.5596 0.7859
C 0.2414 4.5191 1.6573
C -0.2036 3.2303 1.3964
C 0.0220 2.1085 2.3866
C -1.2084 1.9874 3.2973
C 1.2848 2.2762 3.2302
C -0.9559 2.9839 0.2342
N -1.3988 1.6785 -0.0474
C -2.7195 1.4254 -0.0522
O -3.6117 2.1420 0.4029
C -3.0826 0.1254 -0.7236
C -4.3733 -0.3702 -0.7428
C -4.6144 -1.5650 -1.4096
C -3.5544 -2.2392 -2.0014
C -2.2932 -1.6762 -1.9311
N -2.0910 -0.5046 -1.3445
C -1.0553 -2.3128 -2.5056
O -1.1339 -3.1432 -3.4124
N 0.0533 -1.8659 -1.9127
C 1.3290 -2.2329 -2.3898
C 1.9252 -1.4454 -3.3901
C 3.2190 -1.7320 -3.7998
C 3.9263 -2.7835 -3.2435
C 3.3275 -3.5701 -2.2758
C 2.0365 -3.3128 -1.8333
C 1.3925 -4.2291 -0.8180
C 2.2213 -4.3790 0.4589
C 1.1175 -5.6018 -1.4422
C 1.1716 -0.2912 -4.0168
C 1.9697 1.0151 -3.9724
C 0.7512 -0.6404 -5.4478
H -1.4574 3.4175 -4.0435
H -0.2978 2.7683 -2.8704
H -0.3242 4.5051 -3.2165
H -2.5330 2.8810 -1.8959
H -2.5022 5.8546 -2.5308
H -3.6333 5.0595 -1.4221
H -3.5959 4.6124 -3.1348
H -0.9653 6.1258 -1.0477
H 0.3201 6.5629 0.9964
H 0.7986 4.7243 2.5630
H 0.1058 1.1796 1.8177
H -1.3239 2.9074 3.8762
H -1.0938 1.1492 3.9906
H -2.1165 1.8314 2.7126
H 1.1527 3.0660 3.9744
H 2.1513 2.5141 2.6105
H 1.4903 1.3500 3.7691
H -5.1513 0.1908 -0.2441
H -5.6166 -1.9713 -1.4571
H -3.6784 -3.1797 -2.5199
H 3.6815 -1.1129 -4.5602
H 4.9379 -2.9923 -3.5706
H 3.8809 -4.4015 -1.8531
H 0.4375 -3.7920 -0.5359
H 3.2052 -4.8049 0.2491
H 1.7008 -5.0344 1.1620
H 2.3612 -3.4114 0.9424
H 2.0547 -6.1093 -1.6854
H 0.5329 -5.4921 -2.3568
H 0.5595 -6.2312 -0.7443
H 0.2589 -0.1251 -3.4400
H 2.8932 0.9448 -4.5507
H 2.2318 1.2694 -2.9426
H 1.3797 1.8350 -4.3897
H 1.6247 -0.8076 -6.0830
H 0.1593 0.1718 -5.8780
H 0.1465 -1.5486 -5.4513
Te 2.3897 -0.0713 0.1156
C 3.2861 1.7562 -0.3674
C 2.7267 2.9859 -0.5716
C 3.6840 3.9982 -0.8549
C 4.9581 3.5277 -0.8599
S 5.0038 1.8407 -0.5206
H 1.6587 3.1579 -0.5098
H 3.4298 5.0312 -1.0489
H 5.8769 4.0602 -1.0472
C -1.3455 -2.9263 7.2659
C -1.2101 -2.5684 5.8093
C -2.2463 -2.7925 4.9127
C -2.1291 -2.4774 3.5658
C -3.2882 -2.7412 2.6401
C -0.9188 -1.9274 3.0993
Se -0.7111 -1.8228 1.1905
C 0.1172 -1.6431 3.9982
C 1.4037 -1.0062 3.5571
C -0.0464 -1.9796 5.3364
H -2.2116 -3.5672 7.4277
H -1.4683 -2.0244 7.8697
H -0.4531 -3.4445 7.6184
H -3.1721 -3.2327 5.2684
H -4.1560 -3.0955 3.1974
H -3.0197 -3.4908 1.8952
H -3.5531 -1.8330 2.0974
H 1.2610 -0.3936 2.6702
H 2.1474 -1.7682 3.3114
H 1.8104 -0.3815 4.3536
H 0.7675 -1.7808 6.0272
*
```

***

Going through the records in order, we get energy relative to the best compared isomer or geometry (same formula, charge and spin) values of 27.0 13.1 kcal/mol.